{
  "formula": "C24H38ClN4O5PSSn",
  "method": "the ωB97M-V functional and the def2-TZVPD basis",
  "homo_ev": [-13.935, -14.010],
  "total_charge": 2,
  "orbital_gap_ev": [5.05, 5.41],
  "multiplicity": 1,
  "species": ["Sn", "C", "C", "N", "N", "C", "N", "S", "C", "C", "C", "C", "C", "N", "H", "H", "H", "H", "H", "H", "H", "H", "H", "O", "Cl", "O", "O", "O", "C", "C", "C", "C", "P", "C", "C", "C", "C", "C", "C", "C", "C", "C", "C", "H", "H", "H", "H", "H", "H", "H", "H", "H", "H", "H", "H", "H", "H", "H", "H", "H", "H", "H", "H", "H", "H", "H", "C", "C", "O", "H", "H", "H", "H", "H", "H"],
  "xyz": [[0.148, -0.823, 0.837], [0.216, -3.801, 4.617], [0.530, -2.968, 3.417], [-0.367, -2.625, 2.565], [-1.611, -3.026, 2.699], [-2.609, -2.698, 1.934], [-3.766, -3.336, 2.076], [-2.505, -1.387, 0.811], [1.914, -2.538, 3.163], [2.964, -3.013, 3.938], [4.256, -2.596, 3.654], [4.463, -1.722, 2.602], [3.362, -1.293, 1.875], [2.126, -1.685, 2.157], [-0.855, -3.960, 4.687], [0.562, -3.303, 5.523], [0.708, -4.773, 4.557], [-3.840, -4.129, 2.695], [-4.572, -3.055, 1.544], [2.786, -3.709, 4.744], [5.089, -2.953, 4.243], [5.453, -1.375, 2.345], [3.474, -0.616, 1.038], [2.292, -2.020, -2.615], [2.036, -1.960, -1.240], [2.914, -2.726, -0.453], [0.646, -2.369, -0.955], [2.062, -0.556, -0.789], [-3.454, 0.003, -2.401], [-2.848, 1.379, -2.156], [-3.552, 2.060, -0.987], [-2.931, 2.202, -3.446], [-0.967, 1.254, -1.771], [-0.234, 0.533, -3.229], [0.634, 1.220, -4.092], [1.101, 0.605, -5.235], [0.721, -0.699, -5.539], [-0.145, -1.385, -4.697], [-0.603, -0.787, -3.542], [-0.141, 2.866, -1.198], [-0.622, 3.144, 0.234], [1.378, 2.645, -1.188], [-0.498, 4.060, -2.091], [-4.526, 0.134, -2.562], [-3.337, -0.658, -1.545], [-3.052, -0.476, -3.291], [-4.629, 2.024, -1.158], [-3.279, 3.109, -0.891], [-3.356, 1.541, -0.046], [-3.989, 2.296, -3.705], [-2.432, 1.704, -4.277], [-2.534, 3.208, -3.342], [0.904, 2.247, -3.901], [1.763, 1.142, -5.901], [1.110, -1.182, -6.425], [-0.434, -2.400, -4.932], [-1.209, -1.358, -2.853], [-0.504, 2.272, 0.877], [-1.659, 3.467, 0.266], [-0.022, 3.953, 0.654], [1.655, 1.654, -0.836], [1.834, 3.395, -0.539], [1.819, 2.767, -2.173], [-1.525, 4.390, -1.947], [-0.336, 3.863, -3.150], [0.151, 4.892, -1.810], [0.797, 0.675, 4.461], [1.718, 1.414, 3.517], [1.288, 1.192, 2.153], [1.153, 0.800, 5.482], [0.773, -0.388, 4.226], [-0.217, 1.070, 4.392], [2.750, 1.074, 3.631], [1.678, 2.485, 3.727], [1.933, 1.612, 1.569]],
  "mulliken_charge": [1.314, -1.621, 0.507, 0.997, -1.294, 0.455, -0.360, -0.345, 0.376, -0.664, -0.835, -0.994, -0.266, 0.683, 0.396, 0.384, 0.338, 0.241, 0.211, 0.515, 0.454, 0.509, 0.522, -0.578, 1.747, -0.574, -0.713, -0.596, -1.632, 1.893, -1.912, -1.549, 0.845, 1.457, -0.519, -0.856, -0.576, -1.008, -0.835, 2.009, -1.817, -1.494, -1.927, 0.563, 0.140, 0.422, 0.577, 0.332, 0.277, 0.511, 0.306, 0.327, 0.208, 0.476, 0.441, 0.434, 0.576, 0.324, 0.304, 0.567, 0.003, 0.595, 0.350, 0.376, 0.325, 0.552, -0.909, -0.361, -0.296, 0.425, 0.060, 0.306, 0.298, 0.483, 0.120]
}

{
  "formula": "C24H38N2O28S7",
  "method": "the ωB97M-V functional and the def2-TZVPD basis",
  "homo_ev": -10.057,
  "orbital_gap_ev": 10.05,
  "multiplicity": 1,
  "species": ["C", "C", "O", "S", "O", "O", "O", "H", "H", "H", "H", "C", "C", "O", "S", "O", "O", "O", "H", "H", "H", "H", "C", "C", "O", "S", "O", "O", "O", "H", "H", "H", "H", "C", "C", "O", "S", "O", "O", "O", "H", "H", "H", "H", "C", "C", "O", "S", "O", "O", "O", "H", "H", "H", "H", "C", "C", "O", "S", "O", "O", "O", "H", "H", "H", "H", "C", "C", "O", "S", "O", "O", "O", "H", "H", "H", "H", "N", "C", "C", "C", "C", "C", "H", "H", "H", "H", "H", "N", "C", "C", "C", "C", "C", "H", "H", "H", "H", "H"],
  "xyz": [[20.583, -13.673, -1.861], [20.365, -13.707, -3.378], [21.712, -13.609, -3.869], [22.713, -14.298, -2.862], [23.701, -13.381, -2.521], [23.095, -15.586, -3.369], [21.680, -14.503, -1.655], [19.783, -14.063, -1.248], [20.795, -12.611, -1.593], [19.759, -12.886, -3.862], [19.991, -14.725, -3.685], [21.519, -17.111, -5.516], [20.986, -18.475, -4.976], [19.884, -18.927, -5.852], [19.798, -17.942, -7.175], [18.463, -17.493, -7.312], [20.605, -18.528, -8.220], [20.571, -16.698, -6.594], [22.516, -17.095, -5.961], [21.418, -16.414, -4.652], [20.479, -18.333, -4.012], [21.704, -19.218, -5.026], [16.615, -18.149, -3.572], [16.351, -17.841, -2.092], [17.406, -16.997, -1.603], [18.633, -17.646, -2.329], [18.934, -18.931, -1.817], [19.697, -16.682, -2.379], [18.060, -17.884, -3.763], [16.116, -17.361, -4.168], [16.422, -19.148, -3.806], [16.221, -18.765, -1.471], [15.440, -17.280, -1.933], [11.770, -15.275, -5.143], [11.609, -14.587, -3.748], [12.305, -15.569, -2.926], [12.131, -17.025, -3.424], [10.926, -17.596, -2.910], [13.354, -17.741, -3.395], [11.764, -16.646, -4.912], [12.626, -14.926, -5.660], [10.893, -15.019, -5.824], [10.553, -14.508, -3.407], [12.125, -13.648, -3.669], [11.970, -8.250, -2.397], [10.888, -8.888, -1.524], [11.530, -9.028, -0.195], [13.043, -9.364, -0.449], [13.260, -10.765, -0.356], [13.847, -8.444, 0.313], [13.196, -8.979, -1.996], [12.104, -7.217, -2.039], [11.771, -8.300, -3.455], [10.775, -9.953, -1.821], [9.996, -8.235, -1.441], [13.910, -10.877, -4.095], [14.620, -11.209, -5.416], [13.609, -11.608, -6.383], [12.146, -11.242, -5.981], [11.465, -12.422, -5.615], [11.500, -10.304, -6.808], [12.605, -10.397, -4.661], [14.438, -10.069, -3.617], [13.720, -11.728, -3.407], [15.210, -12.111, -5.288], [15.262, -10.383, -5.705], [18.370, -9.291, 0.022], [19.410, -9.422, -1.166], [18.784, -10.255, -2.156], [17.481, -10.999, -1.592], [17.756, -12.410, -1.555], [16.284, -10.515, -2.267], [17.515, -10.467, -0.137], [17.766, -8.406, -0.089], [18.859, -9.287, 0.987], [20.396, -9.815, -0.890], [19.513, -8.412, -1.635], [19.223, -10.218, -6.743], [20.240, -11.064, -6.747], [20.351, -12.059, -7.689], [19.383, -12.185, -8.694], [18.333, -11.283, -8.702], [18.254, -10.305, -7.673], [21.049, -10.938, -6.018], [21.174, -12.729, -7.818], [19.356, -12.929, -9.476], [17.660, -11.381, -9.537], [17.398, -9.604, -7.643], [15.226, -14.594, -5.648], [15.951, -14.435, -4.521], [17.318, -14.317, -4.486], [18.015, -14.431, -5.652], [17.272, -14.463, -6.822], [15.932, -14.524, -6.799], [15.384, -14.385, -3.577], [17.730, -14.142, -3.488], [19.080, -14.237, -5.617], [17.726, -14.424, -7.721], [15.381, -14.542, -7.724]],
  "mulliken_charge": [-0.187, 0.965, -0.269, 1.008, -0.598, -0.556, -0.361, 0.291, 0.278, 0.273, -0.758, 0.716, -0.215, -0.347, 1.162, -0.482, -0.614, -0.241, 0.346, -0.644, -0.115, 0.405, -0.161, -0.483, -0.327, 1.042, -0.690, -0.411, -0.090, 0.090, 0.489, 0.344, 0.255, 0.107, 0.191, -0.273, 0.996, -0.603, -0.418, -0.386, 0.052, 0.281, 0.271, -0.183, -0.380, -0.380, -0.343, 1.140, -0.520, -0.602, -0.177, 0.319, 0.334, 0.302, 0.331, -0.254, 0.773, -0.210, 0.876, -0.457, -0.601, -0.416, 0.486, 0.180, -0.603, 0.262, -0.376, -0.344, -0.242, 1.000, -0.493, -0.494, -0.314, 0.312, 0.314, 0.295, 0.281, -0.586, -0.410, -0.319, -0.189, -0.243, -0.436, 0.482, 0.443, 0.455, 0.410, 0.405, -0.011, -1.326, 0.644, 0.598, -1.242, -0.969, 0.506, 0.035, 0.261, 0.953, 0.388]
}

{
  "formula": "C24H38N2O5Re",
  "method": "the ωB97M-V functional and the def2-TZVPD basis",
  "s_squared": 3.7733,
  "homo_ev": [-15.479, -15.820],
  "total_charge": 2,
  "orbital_gap_ev": [9.58, 8.15],
  "multiplicity": 4,
  "species": ["Re", "C", "C", "C", "C", "C", "C", "C", "C", "C", "C", "C", "C", "C", "C", "C", "C", "C", "H", "H", "H", "H", "H", "H", "H", "H", "H", "H", "H", "H", "H", "H", "H", "H", "H", "H", "H", "H", "H", "H", "H", "H", "H", "H", "H", "H", "H", "O", "C", "O", "C", "O", "C", "C", "O", "O", "H", "H", "H", "H", "H", "N", "C", "C", "N", "C", "H", "H", "H", "H"],
  "xyz": [[-0.378, 0.743, -0.301], [-0.725, -1.049, 1.063], [0.262, -1.513, 0.142], [1.396, -0.608, 0.255], [1.048, 0.336, 1.292], [-0.245, 0.057, 1.828], [-0.874, 0.701, 3.064], [-1.743, -0.356, 3.755], [0.257, 1.126, 4.008], [-1.736, 1.922, 2.731], [2.822, -0.571, -0.327], [3.716, -1.432, 0.583], [3.382, 0.860, -0.264], [2.945, -1.007, -1.786], [0.065, -2.834, -0.615], [-0.069, -2.695, -2.140], [1.226, -3.775, -0.252], [-1.216, -3.518, -0.112], [-1.685, -1.514, 1.205], [1.715, 1.082, 1.685], [-1.175, -1.255, 4.000], [-2.598, -0.642, 3.140], [-2.140, 0.052, 4.684], [0.948, 0.310, 4.219], [-0.169, 1.456, 4.955], [0.826, 1.969, 3.608], [-2.617, 1.659, 2.146], [-1.179, 2.684, 2.179], [-2.082, 2.376, 3.659], [3.642, -1.103, 1.622], [4.756, -1.318, 0.276], [3.474, -2.489, 0.546], [3.486, 1.233, 0.755], [2.787, 1.560, -0.854], [4.383, 0.856, -0.695], [2.711, -2.052, -1.951], [3.977, -0.861, -2.105], [2.315, -0.398, -2.439], [0.635, -1.999, -2.582], [-1.087, -2.398, -2.399], [0.103, -3.669, -2.598], [2.157, -3.510, -0.741], [0.964, -4.781, -0.579], [1.397, -3.814, 0.825], [-2.107, -2.935, -0.347], [-1.187, -3.714, 0.961], [-1.319, -4.480, -0.612], [-1.160, 0.531, -4.513], [-1.309, 0.329, -3.240], [-0.427, 0.650, -2.433], [-2.619, -0.325, -2.888], [-2.633, -0.734, -1.547], [-3.680, -0.162, -0.769], [-3.414, 1.309, -0.453], [-4.266, 2.123, -0.284], [-2.095, 1.649, -0.386], [-0.303, 0.941, -4.711], [-3.420, 0.378, -3.141], [-2.735, -1.189, -3.551], [-4.644, -0.258, -1.270], [-3.727, -0.736, 0.158], [1.178, 4.694, -0.271], [0.305, 4.822, -1.323], [-0.235, 3.596, -1.508], [0.313, 2.714, -0.585], [1.158, 3.432, 0.151], [1.743, 5.429, 0.127], [0.145, 5.760, -1.823], [-0.998, 3.285, -2.196], [1.754, 3.072, 0.969]],
  "mulliken_spin": [2.566, 0.039, 0.044, 0.110, -0.135, -0.013, -0.118, 0.002, 0.004, 0.042, -0.063, 0.011, 0.003, 0.010, -0.004, 0.022, -0.002, 0.000, 0.027, 0.022, 0.000, 0.000, 0.001, -0.001, 0.001, 0.000, 0.002, -0.016, -0.001, -0.001, 0.001, -0.001, 0.002, -0.011, 0.000, 0.001, 0.000, -0.002, -0.005, 0.001, -0.001, 0.000, -0.001, 0.001, 0.003, 0.000, 0.000, 0.007, 0.034, 0.028, 0.018, 0.042, 0.011, 0.002, 0.034, 0.187, 0.001, -0.001, 0.000, 0.000, -0.001, 0.006, 0.010, 0.014, 0.010, 0.046, 0.000, 0.001, 0.005, 0.005]
}